1.
# C3H3N3O

A single C3H3N3O molecule at a distorted geometry (ωB97M-V with the def2-TZVPD basis set, OMol25).

As for the lowest unoccupied orbital energy: 0.5 eV. As for the HOMO energy: -9.57 eV. The value obtained for the frontier orbital gap is 10.09 eV. Its spin multiplicity is 1. The total energy comes out at -9671.0544 eV. Its SMILES is C1Nc2nonc21. The value obtained for the energy above the lowest of the compared OMol25 structures with the same formula, charge and spin is 6.400 eV.

Element x y z (Å)
C  1.528  1.095  -0.334
N  0.037  1.632  -0.231
C  -0.458  0.435  -0.055
N  -1.412  -0.172  0.555
O  -0.923  -1.415  0.430
N  0.383  -1.551  -0.023
C  0.646  -0.314  -0.244
H  2.032  1.391  0.627
H  2.080  1.048  -1.335
H  -0.077  2.227  -1.039

Let us look at the Löwdin charges, expressed in e, one per atom:
1 C 0.046
2 N 0.064
3 C -0.488
4 N 0.177
5 O -0.116
6 N 0.166
7 C -0.211
8 H 0.119
9 H 0.120
10 H 0.123


2.
# C3H3N3O

A molecular structure, C3H3N3O at a distorted geometry (ωB97M-V with the def2-TZVPD basis set, OMol25).

As for the lowest unoccupied orbital energy: 0.1 eV. As for the HOMO energy: -10.25 eV. The value obtained for the frontier orbital gap is 10.35 eV. Its spin multiplicity is 1. The total energy comes out at -9672.4752 eV. The value obtained for the energy above the lowest of the compared OMol25 structures with the same formula, charge and spin is 4.979 eV.

Element x y z (Å)
C  -1.679  -0.410  -0.069
C  -0.913  0.653  -0.053
C  0.536  0.213  -0.124
H  -1.242  -1.339  -0.185
H  -2.879  -0.544  0.519
H  -1.183  1.697  0.069
N  1.059  -1.064  -0.153
N  2.412  -0.787  0.084
N  2.555  0.432  -0.024
O  1.335  1.148  -0.062

Let us look at the Löwdin charges, expressed in e, one per atom:
1 C 0.005
2 C -0.079
3 C -0.440
4 H 0.013
5 H 0.173
6 H 0.109
7 N 0.089
8 N 0.014
9 N 0.019
10 O 0.097


3.
# C3H3N3O

A single C3H3N3O molecule (ωB97M-V with the def2-TZVPD basis set, OMol25).

As for the lowest unoccupied orbital energy: 1.0 eV. As for the HOMO energy: -9.65 eV. The value obtained for the frontier orbital gap is 10.62 eV. Its spin multiplicity is 1. The total energy comes out at -9673.3682 eV. Its SMILES is O=c1[nH]n2ccn12. The value obtained for the energy above the lowest of the compared OMol25 structures with the same formula, charge and spin is 4.086 eV.

Element x y z (Å)
O  2.120  -1.318  -0.353
C  1.248  -0.573  -0.012
N  1.096  0.806  -0.040
N  -0.125  0.718  0.728
C  -1.261  0.600  -0.158
C  -1.217  -0.738  -0.146
N  -0.022  -0.766  0.687
H  1.812  1.424  0.323
H  -1.812  1.418  -0.590
H  -1.839  -1.572  -0.440

Let us look at the Löwdin charges, expressed in e, one per atom:
1 O 0.111
2 C -0.493
3 N 0.118
4 N -0.036
5 C -0.062
6 C -0.035
7 N 0.058
8 H 0.141
9 H 0.097
10 H 0.101


4.
# C3H3N3O2

A single C3H3N3O2 molecule at a distorted geometry (ωB97M-V with the def2-TZVPD basis set, OMol25).

As for the lowest unoccupied orbital energy: 0.5 eV. As for the HOMO energy: -9.49 eV. The value obtained for the frontier orbital gap is 10.01 eV. Its spin multiplicity is 1. The total energy comes out at -11720.0642 eV. Its SMILES is C=Nn1ncoc1=O. The value obtained for the energy above the lowest of the compared OMol25 structures with the same formula, charge and spin is 5.893 eV.

Element x y z (Å)
C  -1.863  1.045  0.665
N  -0.725  0.752  1.140
N  0.349  0.349  0.218
N  0.211  -0.036  -1.135
C  1.261  -0.705  -1.465
O  1.950  -1.083  -0.512
C  1.338  -0.488  0.740
O  1.516  -0.976  1.885
H  -2.407  1.145  -0.395
H  -2.820  1.169  1.524
H  1.190  -1.171  -2.665

Let us look at the Löwdin charges, expressed in e, one per atom:
1 C -0.086
2 N 0.049
3 N -0.065
4 N 0.078
5 C -0.320
6 O 0.099
7 C -0.302
8 O 0.085
9 H 0.106
10 H 0.139
11 H 0.218


5.
# C3H3N3O2

A single C3H3N3O2 molecule at a distorted geometry (ωB97M-V with the def2-TZVPD basis set, OMol25).

As for the lowest unoccupied orbital energy: -0.2 eV. As for the HOMO energy: -10.23 eV. The value obtained for the frontier orbital gap is 10.03 eV. Its spin multiplicity is 1. The total energy comes out at -11720.7453 eV. Its SMILES is [H]/N=C1/N=COC=NO1. The value obtained for the energy above the lowest of the compared OMol25 structures with the same formula, charge and spin is 5.212 eV.

Element x y z (Å)
H  -2.578  -0.987  -0.154
N  -2.255  -0.011  -0.558
C  -1.178  0.288  0.043
N  -0.403  1.449  -0.054
C  0.850  1.364  0.184
O  1.643  0.358  -0.092
C  1.324  -0.946  -0.413
N  0.339  -1.639  -0.017
O  -0.508  -0.699  0.896
H  1.503  2.229  0.136
H  2.258  -1.349  -0.895

Let us look at the Löwdin charges, expressed in e, one per atom:
1 H 0.119
2 N 0.151
3 C -0.476
4 N 0.160
5 C -0.190
6 O 0.030
7 C -0.160
8 N 0.167
9 O -0.111
10 H 0.146
11 H 0.163


6.
# C3H3N3O2

A single C3H3N3O2 molecule at a distorted geometry (ωB97M-V with the def2-TZVPD basis set, OMol25).

As for the lowest unoccupied orbital energy: -0.6 eV. As for the HOMO energy: -9.95 eV. The value obtained for the frontier orbital gap is 9.38 eV. Its spin multiplicity is 1. The total energy comes out at -11722.5359 eV. Its SMILES is O=c1ncnc(O)[nH]1. The value obtained for the energy above the lowest of the compared OMol25 structures with the same formula, charge and spin is 3.421 eV.

Element x y z (Å)
O  -1.784  -1.883  0.211
C  -0.872  -1.197  -0.066
N  0.198  -1.563  -0.944
C  1.164  -0.584  -1.158
N  1.157  0.735  -0.880
C  0.279  0.920  0.215
O  0.098  2.204  0.731
N  -0.515  -0.044  0.799
H  1.985  -0.670  -1.987
H  -0.218  1.804  1.825
H  -1.492  0.277  1.256

Let us look at the Löwdin charges, expressed in e, one per atom:
1 O 0.113
2 C -0.535
3 N 0.118
4 C -0.205
5 N 0.107
6 C -0.367
7 O 0.011
8 N 0.137
9 H 0.140
10 H 0.264
11 H 0.217


7.
# C3H3N3O2

A single C3H3N3O2 molecule at a distorted geometry (ωB97M-V with the def2-TZVPD basis set, OMol25).

As for the lowest unoccupied orbital energy: -0.1 eV. As for the HOMO energy: -10.22 eV. The value obtained for the frontier orbital gap is 10.14 eV. Its spin multiplicity is 1. The total energy comes out at -11719.7038 eV. Its SMILES is O=C1C=NNC=NO1. The value obtained for the energy above the lowest of the compared OMol25 structures with the same formula, charge and spin is 6.253 eV.

Element x y z (Å)
O  0.058  2.476  -1.228
C  -0.176  1.303  -0.899
C  -0.521  1.055  0.557
N  0.085  0.207  1.364
N  0.784  -0.899  1.040
C  0.305  -1.338  -0.171
N  0.028  -0.943  -1.300
O  0.076  0.480  -1.829
H  -1.426  1.665  1.029
H  0.612  -1.597  1.716
H  0.175  -2.409  -0.280

Let us look at the Löwdin charges, expressed in e, one per atom:
1 O 0.087
2 C -0.533
3 C -0.020
4 N 0.017
5 N 0.026
6 C -0.246
7 N 0.152
8 O 0.091
9 H 0.167
10 H 0.122
11 H 0.137


8.
# C3H3N3O2

A single C3H3N3O2 molecule at a distorted geometry (ωB97M-V with the def2-TZVPD basis set, OMol25).

As for the lowest unoccupied orbital energy: 0.7 eV. As for the HOMO energy: -10.36 eV. The value obtained for the frontier orbital gap is 11.09 eV. Its spin multiplicity is 1. The total energy comes out at -11723.8072 eV. Its SMILES is O=COc1nc[nH]n1. The value obtained for the energy above the lowest of the compared OMol25 structures with the same formula, charge and spin is 2.150 eV.

Element x y z (Å)
O  -2.157  -0.477  1.046
C  -2.355  0.072  -0.043
O  -1.449  0.504  -0.892
C  -0.154  0.268  -0.444
N  0.573  1.247  0.244
C  1.718  0.525  0.458
N  1.665  -0.687  -0.099
N  0.408  -0.956  -0.540
H  -3.328  0.062  -0.545
H  2.695  0.808  0.809
H  2.384  -1.366  0.006

Let us look at the Löwdin charges, expressed in e, one per atom:
1 O 0.059
2 C -0.318
3 O 0.079
4 C -0.384
5 N 0.163
6 C -0.150
7 N 0.001
8 N 0.141
9 H 0.146
10 H 0.118
11 H 0.144


9.
# C3H3N3O2

A single C3H3N3O2 molecule at a distorted geometry (ωB97M-V with the def2-TZVPD basis set, OMol25).

As for the lowest unoccupied orbital energy: 0.3 eV. As for the HOMO energy: -10.53 eV. The value obtained for the frontier orbital gap is 10.83 eV. Its spin multiplicity is 1. The total energy comes out at -11723.1433 eV. Its SMILES is NC(=O)c1conn1. The value obtained for the energy above the lowest of the compared OMol25 structures with the same formula, charge and spin is 2.814 eV.

Element x y z (Å)
N  -0.957  0.963  1.440
C  -0.956  -0.152  0.672
O  -1.690  -1.071  0.866
C  0.123  -0.137  -0.311
C  0.610  -1.107  -1.130
O  1.705  -0.677  -1.825
N  1.765  0.703  -1.454
N  0.888  1.016  -0.634
H  -1.596  0.965  2.267
H  -0.071  1.554  1.483
H  0.179  -2.058  -1.373

Let us look at the Löwdin charges, expressed in e, one per atom:
1 N 0.141
2 C -0.569
3 O 0.091
4 C -0.169
5 C -0.019
6 O 0.003
7 N 0.040
8 N 0.079
9 H 0.136
10 H 0.130
11 H 0.138


10.
# C3H3N3O2

2 unconnected molecules or ions with the total composition C3H3N3O2 at a distorted geometry (ωB97M-V with the def2-TZVPD basis set, OMol25).

As for the lowest unoccupied orbital energy: -1.5 eV. As for the HOMO energy: -9.87 eV. The value obtained for the frontier orbital gap is 8.33 eV. Its spin multiplicity is 1. The total energy comes out at -11718.5541 eV. The value obtained for the energy above the lowest of the compared OMol25 structures with the same formula, charge and spin is 7.403 eV.

Element x y z (Å)
C  0.411  0.711  -0.077
C  -0.787  1.231  0.080
C  0.407  -0.702  -0.225
H  2.292  0.788  -0.490
H  -0.826  2.255  0.357
H  1.932  -2.290  1.056
N  -1.832  0.587  0.094
N  -1.873  -0.656  -0.042
N  -0.756  -1.336  -0.062
O  1.693  1.442  0.010
O  1.762  -1.236  0.049

Let us look at the Löwdin charges, expressed in e, one per atom:
1 C -0.166
2 C -0.151
3 C -0.255
4 H 0.126
5 H 0.132
6 H 0.367
7 N 0.023
8 N -0.018
9 N 0.084
10 O 0.014
11 O -0.156